Record 1
{
  "formula": "BrH3O3Si",
  "method": "the ωB97M-V functional and the def2-TZVPD basis",
  "symbols": ["O", "O", "H", "H", "Si", "H", "O", "Br"],
  "coordinates": [[1.18, -1.80, 0.66], [-0.13, 1.42, 0.98], [0.69, -2.25, 1.27], [0.67, 1.74, 1.19], [-0.36, 0.34, -0.15], [0.42, 0.18, -2.42], [-0.05, 0.70, -1.68], [-2.40, -0.33, 0.15]],
  "nbo_charge": [-1.056, -1.076, 0.422, 0.510, 2.055, 0.567, -1.140, -0.282],
  "homo_energy_ev": -9.18,
  "total_energy_ev": -84112.0047,
  "max_force_ha_per_bohr": 0.1195,
  "de_lowest_kcal_mol": 98.7,
  "lumo_ev": -0.73,
  "mol_weight_g_mol": 159.01
}

---

Record 2
{
  "formula": "BrH3O3Si",
  "method": "the ωB97M-V functional and the def2-TZVPD basis",
  "symbols": ["H", "O", "H", "Br", "H", "Si", "O", "O"],
  "coordinates": [[1.11, -2.56, -1.17], [0.73, -2.49, -0.30], [-0.38, 2.85, 1.40], [-2.02, 0.63, -1.38], [1.06, -1.65, 0.01], [-0.44, 0.87, 0.18], [-0.94, 2.21, 0.88], [0.88, 0.14, 0.40]],
  "nbo_charge": [0.457, -0.962, 0.541, -0.292, 0.494, 2.086, -1.118, -1.205],
  "smiles": "O=[Si](O)Br.O",
  "homo_energy_ev": -10.59,
  "total_energy_ev": -84113.8818,
  "max_force_ha_per_bohr": 0.0307,
  "de_lowest_kcal_mol": 55.4,
  "lumo_ev": -0.71,
  "mol_weight_g_mol": 159.01
}

---

Record 3
{
  "formula": "BrH3P2",
  "method": "the ωB97M-V functional and the def2-TZVPD basis",
  "symbols": ["Br", "H", "P", "H", "H", "P"],
  "coordinates": [[-2.37, 0.48, -0.13], [1.67, -0.80, 0.43], [-1.19, -1.41, 0.41], [1.06, 0.72, -1.34], [0.29, 1.15, 0.71], [0.53, -0.12, -0.08]],
  "nbo_charge": [-0.289, 0.019, -0.043, 0.034, 0.041, 0.238],
  "homo_energy_ev": -7.68,
  "total_energy_ev": -88666.6616,
  "max_force_ha_per_bohr": 0.0513,
  "de_lowest_kcal_mol": 39.0,
  "lumo_ev": -0.31,
  "mol_weight_g_mol": 144.88
}

---

Record 4
{
  "formula": "BrH4N2OP",
  "method": "the ωB97M-V functional and the def2-TZVPD basis",
  "symbols": ["H", "H", "H", "Br", "H", "P", "N", "O", "N"],
  "coordinates": [[0.51, 0.07, -1.64], [1.83, -1.02, 0.73], [0.74, -2.24, 0.37], [-2.50, -0.74, 0.19], [-0.19, 2.46, 0.92], [-0.64, 0.51, -0.03], [-0.88, 1.70, 0.99], [-0.18, 0.76, -1.53], [1.31, -1.49, 0.00]],
  "nbo_charge": [0.549, 0.335, 0.339, -0.148, 0.392, 1.701, -1.168, -0.973, -1.027],
  "homo_energy_ev": [-8.98, -8.99],
  "total_energy_ev": -84421.9350,
  "max_force_ha_per_bohr": 0.0650,
  "de_lowest_kcal_mol": 80.7,
  "lumo_ev": [-1.76, -1.76],
  "mol_weight_g_mol": 158.92
}

---

Record 5
{
  "formula": "BrH4N2OP",
  "method": "the ωB97M-V functional and the def2-TZVPD basis",
  "symbols": ["P", "N", "O", "H", "H", "Br", "N", "H", "H"],
  "coordinates": [[0.01, -0.45, -0.30], [0.70, 0.94, -0.75], [-1.17, 0.32, 2.28], [0.23, 1.74, -0.45], [-1.92, 0.88, 2.05], [-1.89, -0.35, -1.58], [1.16, -1.49, -0.40], [1.12, -2.45, -0.22], [1.76, 0.85, -0.64]],
  "nbo_charge": [1.715, -1.161, -0.929, 0.419, 0.421, -0.163, -1.151, 0.405, 0.444],
  "homo_energy_ev": [-9.10, -9.11],
  "total_energy_ev": -84420.8018,
  "max_force_ha_per_bohr": 0.0612,
  "de_lowest_kcal_mol": 106.8,
  "lumo_ev": [-2.77, -2.77],
  "mol_weight_g_mol": 158.92
}

---

Record 6
{
  "formula": "BrH4NSi",
  "method": "the ωB97M-V functional and the def2-TZVPD basis",
  "symbols": ["Br", "H", "H", "N", "H", "H", "Si"],
  "coordinates": [[2.94, 0.12, 0.59], [-1.70, 0.51, 1.51], [0.05, -1.06, -1.08], [-0.20, -0.77, -0.15], [1.97, -0.66, -0.15], [-1.85, 1.43, -0.79], [-1.21, 0.42, 0.06]],
  "nbo_charge": [-0.238, -0.190, 0.378, -1.355, 0.229, -0.202, 1.379],
  "smiles": "N=[SiH2].Br",
  "homo_energy_ev": -10.14,
  "total_energy_ev": -79473.5258,
  "max_force_ha_per_bohr": 0.0430,
  "de_lowest_kcal_mol": 67.8,
  "lumo_ev": -0.24,
  "mol_weight_g_mol": 126.03
}

---

Record 7
{
  "formula": "BrH4NSi",
  "method": "the ωB97M-V functional and the def2-TZVPD basis",
  "symbols": ["H", "H", "H", "Si", "N", "Br", "H"],
  "coordinates": [[0.32, 0.16, 0.72], [-1.99, -0.64, 1.27], [-2.71, 0.59, -1.09], [-1.16, 0.29, 0.47], [-1.73, 0.79, -0.99], [5.04, -0.20, 0.02], [5.39, 0.58, -1.13]],
  "nbo_charge": [-0.168, -0.201, 0.362, 1.242, -1.235, -0.208, 0.208],
  "smiles": "N=[SiH2].Br",
  "homo_energy_ev": -9.88,
  "total_energy_ev": -79473.2937,
  "max_force_ha_per_bohr": 0.0450,
  "de_lowest_kcal_mol": 73.2,
  "lumo_ev": -0.38,
  "mol_weight_g_mol": 126.03
}

---

Record 8
{
  "formula": "BrH4O2P2",
  "method": "the ωB97M-V functional and the def2-TZVPD basis",
  "symbols": ["O", "H", "O", "Br", "H", "H", "P", "H", "P"],
  "coordinates": [[-0.62, -1.83, 0.24], [0.15, 0.40, -2.40], [0.85, -0.28, 1.69], [-1.46, 1.83, -0.50], [-1.44, -1.44, 0.59], [1.36, 1.64, -1.03], [0.81, -1.12, 0.34], [0.06, 0.09, 2.13], [0.29, 0.73, -1.05]],
  "nbo_charge": [-0.987, 0.073, -0.989, -0.026, 0.525, 0.071, 1.442, 0.526, 0.363],
  "homo_energy_ev": -14.75,
  "total_charge": 1,
  "total_energy_ev": -92773.6738,
  "max_force_ha_per_bohr": 0.0072,
  "lumo_ev": -5.02,
  "mol_weight_g_mol": 177.88
}

---

Record 9
{
  "formula": "BrH5Si2",
  "method": "the ωB97M-V functional and the def2-TZVPD basis",
  "symbols": ["H", "H", "H", "Br", "H", "H", "Si", "Si"],
  "coordinates": [[-0.41, -0.40, 1.75], [1.73, 0.77, 1.14], [0.64, -1.54, -1.73], [-0.16, 1.08, -3.00], [-1.74, -0.84, -1.35], [-0.50, 1.80, 0.70], [0.35, 0.54, 0.69], [-0.36, -0.34, -1.36]],
  "nbo_charge": [-0.109, -0.216, -0.088, -0.195, -0.200, -0.111, 0.374, 0.545],
  "homo_energy_ev": [-4.57, -10.99],
  "total_energy_ev": -85872.9389,
  "max_force_ha_per_bohr": 0.0503,
  "de_lowest_kcal_mol": 55.0,
  "lumo_ev": [0.37, -4.52],
  "mol_weight_g_mol": 141.12,
  "multiplicity": 3
}

---

Record 10
{
  "formula": "BrHNO2S",
  "method": "the ωB97M-V functional and the def2-TZVPD basis",
  "symbols": ["N", "H", "Br", "O", "O", "S"],
  "coordinates": [[-1.42, 0.51, 0.63], [-0.76, 0.97, 0.02], [-2.37, -0.91, -0.24], [1.72, 0.70, -0.95], [1.78, -0.84, 0.88], [1.05, -0.42, -0.33]],
  "nbo_charge": [-1.012, 0.283, -0.043, -0.923, -0.907, 1.603],
  "homo_energy_ev": [-3.14, -3.14],
  "total_charge": -1,
  "total_energy_ev": -86478.1498,
  "max_force_ha_per_bohr": 0.0446,
  "de_lowest_kcal_mol": 28.4,
  "lumo_ev": [3.51, 3.51],
  "mol_weight_g_mol": 158.98
}

---

Record 11
{
  "formula": "BrHf",
  "method": "the ωB97M-V functional and the def2-TZVPD basis",
  "symbols": ["Hf", "Br"],
  "coordinates": [[-0.09, -1.03, -0.96], [0.09, 1.03, 0.96]],
  "nbo_charge": [2.706, 0.294],
  "homo_energy_ev": -27.31,
  "total_charge": 3,
  "total_energy_ev": -71302.4887,
  "max_force_ha_per_bohr": 0.1043,
  "de_lowest_kcal_mol": 50.4,
  "lumo_ev": -20.87,
  "mol_weight_g_mol": 258.39
}

---

Record 12
{
  "formula": "BrI2P",
  "method": "the ωB97M-V functional and the def2-TZVPD basis",
  "symbols": ["I", "I", "P", "Br"],
  "coordinates": [[-3.07, -0.22, 0.26], [0.89, -1.82, -0.13], [0.57, 0.35, 0.68], [1.61, 1.69, -0.81]],
  "nbo_charge": [-0.086, -0.007, 0.291, -0.199],
  "homo_energy_ev": [-9.92, -8.69],
  "total_energy_ev": -95532.1548,
  "max_force_ha_per_bohr": 0.0192,
  "de_lowest_kcal_mol": 43.8,
  "lumo_ev": [-2.13, -3.12],
  "mol_weight_g_mol": 364.69
}

---

Q: Number 10 is which compound?
A: BrHNO2S